The following is a quantum chemistry calculation of the molecule C22H24N2O6, from the OMol25 dataset.

Output
Frontier orbital gap in eV: 9.57
E in Ha: -1413.7856
Relative energy (zero: lowest compared OMol25 entry of this formula, charge and spin) in kcal per mole: 0.2

XYZ file:
```
54
Properties=species:S:1:pos:R:3:forces:R:3
C 3.848 -3.113 -1.830 -0.094 0.183 0.420
C 4.239 -2.291 -0.616 0.465 0.062 -0.334
H 5.014 -2.795 -0.028 -0.085 0.130 -0.050
H 4.614 -1.303 -0.905 -0.029 -0.181 0.068
O 3.083 -2.119 0.202 -0.314 -0.155 0.019
C 3.100 -1.098 1.064 0.283 0.110 0.035
O 4.044 -0.358 1.206 -0.080 -0.021 0.005
C 1.821 -0.969 1.805 -0.221 0.029 0.187
C 0.828 -1.941 1.725 0.145 0.045 0.022
C -0.370 -1.758 2.386 0.014 0.098 0.184
C -0.600 -0.602 3.123 0.114 -0.005 0.043
C 0.400 0.360 3.216 -0.140 -0.142 0.035
C 1.604 0.176 2.567 0.169 -0.127 -0.154
H 2.388 0.916 2.627 0.078 0.060 0.000
H 0.222 1.260 3.787 0.005 0.104 0.060
C -1.931 -0.371 3.788 0.071 -0.325 -0.027
H -1.816 -0.235 4.866 -0.061 -0.044 -0.160
H -2.600 -1.215 3.593 0.088 0.104 0.064
O -2.580 0.834 3.350 -0.061 0.201 0.292
C -2.721 1.001 2.038 -0.182 0.305 -0.340
O -2.290 0.253 1.201 -0.100 -0.132 0.026
C -3.511 2.261 1.708 0.137 0.059 -0.115
N -3.668 2.377 0.282 -0.372 -0.272 0.397
C -2.846 3.180 -0.433 -0.235 0.028 -0.483
O -2.163 4.056 0.050 0.300 0.219 0.085
C -2.840 2.832 -1.926 -0.056 0.007 0.117
N -2.046 1.631 -2.101 0.225 0.271 -0.079
C -2.542 0.407 -1.821 0.283 -0.114 -0.242
O -3.729 0.221 -1.614 -0.380 -0.184 0.039
C -1.536 -0.736 -1.810 -0.146 -0.027 0.142
C -0.103 -0.314 -1.916 0.153 -0.107 -0.002
C 0.482 0.407 -0.876 0.007 -0.076 -0.054
C 1.788 0.852 -0.975 -0.005 0.096 -0.028
C 2.535 0.564 -2.106 0.087 0.018 -0.034
C 1.970 -0.170 -3.135 0.076 0.036 -0.082
C 0.656 -0.599 -3.043 -0.042 -0.011 0.037
H 0.217 -1.163 -3.855 -0.064 -0.052 -0.073
H 2.550 -0.400 -4.017 0.043 -0.013 -0.069
H 3.554 0.912 -2.182 0.099 0.034 -0.004
H 2.225 1.424 -0.171 0.057 0.035 0.100
H -0.102 0.616 0.009 -0.068 0.035 0.138
H -1.807 -1.423 -2.614 -0.040 0.040 0.047
H -1.705 -1.249 -0.860 -0.068 -0.009 -0.074
H -1.043 1.746 -2.123 -0.109 -0.055 -0.020
H -2.393 3.645 -2.498 -0.081 -0.046 0.130
H -3.855 2.632 -2.277 0.102 0.062 -0.012
H -4.056 1.568 -0.199 0.106 0.140 -0.057
H -4.481 2.222 2.211 0.135 0.012 0.041
H -2.960 3.138 2.062 -0.124 -0.137 0.054
H -1.145 -2.506 2.311 -0.108 -0.055 -0.039
H 0.998 -2.827 1.134 -0.002 -0.071 -0.059
H 3.482 -4.088 -1.522 -0.024 -0.139 -0.033
H 4.712 -3.245 -2.475 0.091 -0.034 -0.079
H 3.062 -2.603 -2.382 -0.042 0.013 -0.081
```
Positions in Å, forces in eV/Å.